No. 1
This record from the OMol25 dataset describes a structure of composition C57H53N8OPS2Ti in a non-equilibrium geometry. The level of theory is ωB97M-V with the def2-TZVPD basis set.

Geometry as XYZ:
```
123
Properties=species:S:1:pos:R:3:forces:R:3:lowdin_spin:R:1
Ti 0.062456 0.210308 -0.171545 0.5 0.5 -2.6 1.580
C 0.901040 -2.522546 4.393383 0.1 0.1 -0.2 0.003
N 1.326319 -1.941401 3.112206 -0.3 -0.2 0.4 0.039
C 0.521505 -1.267239 2.249700 0.2 -0.1 0.0 0.047
N 1.224142 -0.796451 1.209877 1.2 -0.8 1.3 0.024
C 2.546049 -1.160812 1.459708 -0.2 -0.1 -0.2 0.028
C 2.603274 -1.894611 2.621701 0.2 0.1 0.1 -0.007
C 3.772004 -2.479025 3.310162 -0.1 0.0 0.0 -0.001
C 4.918607 -1.708529 3.502041 0.0 0.0 0.1 -0.001
C 6.026352 -2.249648 4.135299 0.0 0.0 0.0 0.000
C 6.002686 -3.564399 4.584840 0.0 0.0 0.0 -0.001
C 4.867746 -4.340951 4.391433 0.0 0.0 0.0 0.000
C 3.758132 -3.801706 3.754751 0.0 -0.1 -0.1 -0.001
C 3.730965 -0.784196 0.654569 -0.2 0.0 -0.1 0.003
C 4.042282 0.554519 0.442811 0.0 0.0 0.0 0.003
C 5.207328 0.910953 -0.225128 0.0 0.1 0.0 0.000
C 6.074374 -0.070757 -0.682542 0.0 -0.1 0.0 0.002
C 5.777908 -1.413269 -0.463538 0.0 0.0 0.0 0.000
C 4.613589 -1.766680 0.203613 0.0 0.0 0.0 0.002
P -1.231721 -0.988909 2.581340 -0.2 0.2 -0.4 0.036
C -1.221255 0.820504 2.354263 0.3 0.1 0.3 0.037
N -0.510367 1.379260 1.392615 -0.3 1.0 1.1 0.007
C -0.570561 2.749313 1.565554 0.2 0.0 -0.1 0.009
C -1.354109 3.008130 2.664427 -0.1 0.0 0.1 -0.004
N -1.738090 1.771577 3.157142 -0.4 0.0 0.3 0.018
C -2.573598 1.526109 4.339720 0.2 0.1 -0.2 0.002
C -1.813302 4.270361 3.283943 0.0 -0.1 0.1 -0.001
C -1.337591 4.658440 4.536523 0.0 0.0 0.0 0.000
C -1.795220 5.830354 5.124527 0.0 0.0 0.0 0.000
C -2.732597 6.616241 4.466782 0.0 0.0 0.0 0.000
C -3.209123 6.233793 3.219104 0.0 0.0 0.0 0.000
C -2.752120 5.063994 2.628894 -0.1 0.0 0.0 0.000
C 0.257962 3.629953 0.719949 0.0 -0.1 0.1 0.002
C 0.274830 5.019074 0.838965 0.0 0.0 0.0 0.002
C 1.136437 5.777728 0.057038 0.0 0.0 0.0 0.001
C 1.988086 5.169049 -0.854991 0.0 0.0 0.0 0.002
C 1.982731 3.787001 -0.981973 0.0 0.0 -0.1 0.001
C 1.127657 3.040080 -0.195272 -0.2 0.3 0.1 0.006
C -1.871357 -1.429453 0.913014 0.0 -0.8 -0.1 0.039
N -1.221080 -1.426595 -0.261436 -1.0 -1.2 0.1 0.010
C -1.970754 -2.235967 -1.123541 0.2 0.2 -0.1 0.011
C -3.076359 -2.695933 -0.450465 -0.2 -0.1 0.1 -0.004
N -2.991679 -2.182683 0.819539 -0.5 0.1 0.4 0.019
C -4.017769 -2.295413 1.868500 0.2 -0.1 -0.2 0.002
C -4.182151 -3.595645 -0.851931 0.0 0.1 0.0 -0.001
C -4.431248 -4.757920 -0.120573 0.0 0.0 0.0 -0.001
C -5.471214 -5.604884 -0.480234 0.0 0.0 0.0 0.000
C -6.269777 -5.296625 -1.574166 0.0 0.0 0.0 -0.001
C -6.019439 -4.147159 -2.313864 0.0 0.0 0.0 0.000
C -4.980231 -3.300973 -1.955666 0.0 0.1 0.0 -0.001
C -1.601048 -2.624932 -2.509677 0.1 -0.1 0.1 0.002
C -1.848185 -3.931177 -2.950469 0.1 0.0 0.1 0.001
C -1.550612 -4.311476 -4.250872 0.0 0.0 0.0 0.000
C -0.993830 -3.398630 -5.138319 0.0 0.0 0.0 0.001
C -0.721574 -2.109245 -4.704367 0.1 0.0 -0.1 0.000
C -1.022596 -1.733062 -3.402843 0.0 0.1 0.0 0.002
H 0.239085 -1.835659 4.910255 0.0 0.1 0.0 0.001
H 0.381546 -3.467419 4.244254 0.0 0.0 -0.1 0.001
H 1.773418 -2.693688 5.011790 0.1 0.0 0.0 0.000
H 4.937382 -0.680196 3.161317 0.0 0.0 0.0 0.000
H 6.911299 -1.642624 4.282133 0.0 0.0 0.0 0.000
H 6.867796 -3.985098 5.083500 0.0 0.0 0.0 0.000
H 4.848079 -5.370565 4.729870 0.0 0.1 0.0 0.000
H 2.887904 -4.426685 3.576431 0.1 0.1 0.0 0.000
H 3.391773 1.323249 0.842165 -0.1 0.0 0.0 0.001
H 5.448048 1.958974 -0.370249 0.0 -0.1 0.0 0.000
H 6.991090 0.206655 -1.193168 -0.1 0.0 0.1 0.000
H 6.464096 -2.183413 -0.798203 0.0 0.1 0.0 0.000
H 4.394251 -2.811194 0.406346 0.0 0.1 -0.1 0.000
H -3.124324 2.428901 4.580714 0.0 0.1 0.0 0.000
H -3.275263 0.721561 4.136060 0.0 0.0 -0.1 0.000
H -1.960916 1.252538 5.196858 0.1 0.0 0.0 0.001
H -0.595689 4.046406 5.041830 -0.1 0.1 0.0 0.000
H -1.416419 6.130105 6.094146 0.0 0.0 -0.1 0.000
H -3.093188 7.528271 4.926750 0.0 0.0 0.0 0.000
H -3.939394 6.846951 2.706097 0.0 0.0 0.0 0.000
H -3.123350 4.761761 1.654486 0.0 0.0 0.0 0.000
H -0.376118 5.511163 1.547041 0.0 0.0 0.0 0.000
H 1.150094 6.855277 0.171455 0.0 -0.1 0.0 0.000
H 2.657594 5.766905 -1.459575 0.0 0.0 0.0 0.000
H 2.642402 3.291233 -1.686755 -0.1 0.0 0.1 0.000
H 1.165948 1.966457 -0.278315 0.4 0.1 0.0 0.007
H -4.966983 -2.542411 1.407777 -0.1 0.0 -0.1 0.000
H -3.763189 -3.067465 2.590822 0.1 -0.1 0.0 0.001
H -4.117523 -1.344117 2.381529 0.0 0.1 0.0 0.000
H -3.792182 -5.012059 0.719145 -0.1 0.0 0.0 0.000
H -5.652600 -6.508234 0.089080 0.0 0.0 0.0 0.000
H -7.082539 -5.956702 -1.855841 0.1 0.1 0.0 0.000
H -6.635157 -3.911420 -3.175062 0.1 0.0 0.1 0.000
H -4.770169 -2.411069 -2.540236 0.0 -0.1 0.0 0.000
H -2.256023 -4.664686 -2.265617 0.0 0.0 0.0 0.000
H -1.749673 -5.329047 -4.568862 0.0 0.1 0.0 0.000
H -0.768757 -3.694355 -6.157829 0.0 0.0 0.1 0.000
H -0.277398 -1.386434 -5.381568 0.0 -0.1 0.1 0.000
H -0.795791 -0.731054 -3.086098 0.0 0.2 0.1 0.001
C -7.138007 0.361950 1.516073 0.1 0.0 0.0 0.000
C -5.979254 0.593973 0.579920 -0.1 -0.1 0.1 0.000
C -6.042884 0.181369 -0.749361 0.0 0.0 0.0 0.000
C -4.983049 0.401119 -1.619571 0.0 0.0 -0.1 0.000
C -3.846466 1.043299 -1.152578 0.0 0.0 0.0 0.002
C -3.754897 1.470704 0.166747 -0.1 0.0 0.0 0.000
C -4.823569 1.244947 1.021167 0.1 0.0 0.0 0.000
S -2.461270 1.264942 -2.249195 0.1 0.0 0.2 0.008
C -2.725723 2.961353 -2.731783 0.0 0.1 0.0 0.000
O -1.242829 1.345915 -1.340253 -0.5 0.3 -0.4 0.025
H -7.774742 -0.450868 1.167590 0.0 0.0 0.0 0.000
H -7.757822 1.259368 1.587121 0.0 0.0 0.0 0.000
H -6.794261 0.127812 2.526795 0.0 0.0 -0.1 0.000
H -6.934215 -0.321092 -1.110738 0.1 0.0 0.0 0.000
H -5.044681 0.077380 -2.655944 0.0 0.0 0.1 0.000
H -2.861253 1.984162 0.508254 -0.1 -0.1 0.0 0.000
H -4.767555 1.595448 2.048917 0.0 0.0 -0.1 0.000
H -2.950435 3.558745 -1.848929 0.0 0.0 0.0 0.000
H -3.555091 2.975790 -3.443294 0.1 0.1 0.1 0.000
H -1.806202 3.298733 -3.211973 -0.1 0.0 0.0 0.000
N 3.148708 -1.265855 -3.636811 0.1 0.2 -0.1 0.000
C 2.303913 -1.184717 -2.613175 0.1 0.2 0.0 0.009
N 2.030375 -2.305891 -1.961351 0.0 0.0 0.0 0.007
S 1.603773 0.331776 -2.216704 0.3 -0.6 -0.1 0.013
H 3.606021 -2.123108 -3.899238 0.0 0.0 0.0 0.000
H 3.408732 -0.420637 -4.111381 0.0 0.0 -0.1 0.000
H 2.408773 -3.193210 -2.245837 0.0 0.0 0.0 0.000
H 1.357722 -2.283688 -1.221625 -0.2 0.0 0.3 0.006
```
Positions in Å, forces in eV/Å.

Calculated values
* <S²>: 2.01
* E_HOMO (alpha / beta): -10.5 / -12.3 eV
* M: 1009.08 g mol⁻¹
* 2S+1: 3
* total charge: +2
* E: -128005.5015 eV

=====

No. 2
This record from the OMol25 dataset describes a structure of composition C57H55FN5O3P2PbS2SbSe4. The level of theory is ωB97M-V with the def2-TZVPD basis set.

Geometry as XYZ:
```
131
Properties=species:S:1:pos:R:3:forces:R:3:mulliken_charge:R:1
Pb -0.417568 -0.159247 -0.023747 -0.3 -0.1 -0.2 2.815
C 4.395789 2.020022 6.138990 0.0 0.1 0.0 -0.566
S 5.287851 0.455132 6.042411 0.0 0.0 0.0 -0.127
C 5.984397 0.533510 4.364356 0.0 0.0 0.0 -1.127
C 5.164662 -0.170188 3.290089 0.0 0.0 0.1 -0.497
C 3.784364 0.444556 3.110493 0.1 0.1 -0.1 -1.249
N 3.047047 -0.126037 1.977561 -0.2 0.2 0.3 0.574
P 2.952033 0.658607 0.465533 -0.1 -0.2 -0.1 0.563
C 4.689905 1.180863 0.226756 0.0 0.1 0.0 0.344
C 5.216868 2.375545 0.708249 -0.1 0.1 0.0 -0.406
C 6.561294 2.670941 0.543305 0.0 0.0 0.0 -0.790
C 7.394369 1.775700 -0.111025 0.1 0.0 0.0 -0.587
C 6.876035 0.591854 -0.615352 0.0 0.0 0.0 -0.551
C 5.529846 0.303158 -0.455704 0.0 0.0 0.0 -0.395
C 2.102344 2.247163 0.762201 0.0 0.1 0.0 0.733
C 1.676111 2.722632 1.997411 0.0 -0.1 0.1 0.230
C 0.931159 3.891803 2.086456 0.1 0.1 0.0 -1.109
C 0.592795 4.588389 0.938788 0.0 0.0 0.0 -0.696
C 0.993634 4.109624 -0.303960 0.0 0.1 0.0 -0.568
C 1.737108 2.946961 -0.390580 0.0 0.0 0.0 -0.416
P 1.769593 -1.288519 2.191177 0.0 -0.2 -0.3 -0.006
C 1.978678 -1.855017 3.905341 0.0 0.1 0.1 0.129
C 1.065644 -1.397400 4.849768 0.0 0.0 0.1 -0.173
C 1.170835 -1.783970 6.178781 0.0 0.0 0.0 -0.677
C 2.187327 -2.641103 6.565213 0.0 0.0 0.0 -0.556
C 3.088717 -3.122966 5.624922 0.0 0.0 0.1 -0.741
C 2.982066 -2.736574 4.301635 0.0 -0.1 -0.1 -0.534
C 2.416994 -2.721837 1.265884 0.0 0.0 0.1 0.754
C 1.532152 -3.759764 0.985435 -0.1 0.1 0.0 -0.988
C 1.957846 -4.869229 0.277857 0.1 -0.1 -0.1 -0.456
C 3.274180 -4.951569 -0.155543 -0.1 0.0 0.0 -0.700
C 4.158888 -3.918267 0.114222 0.1 0.0 0.0 -0.952
C 3.729033 -2.803562 0.819498 0.2 0.0 0.1 0.002
H 4.041765 2.123152 7.163087 0.0 0.0 0.0 0.389
H 3.533742 2.055970 5.476730 0.0 0.0 -0.1 -0.016
H 5.055588 2.859416 5.920936 0.0 0.0 0.0 0.287
H 6.975267 0.082934 4.428323 0.0 0.0 0.0 0.519
H 6.135788 1.585826 4.110399 0.0 0.0 0.0 0.358
H 5.065244 -1.228314 3.541100 0.0 0.0 0.0 0.224
H 5.699700 -0.112798 2.337695 0.1 0.0 0.0 -0.103
H 3.896104 1.522587 2.951347 0.0 -0.1 0.0 0.891
H 3.201775 0.324188 4.025950 0.0 0.0 0.0 0.632
H 4.568848 3.083516 1.211659 0.0 0.0 0.0 0.373
H 6.958620 3.600702 0.929011 0.0 0.0 0.0 0.448
H 8.445092 2.004757 -0.233105 0.0 0.0 0.0 0.389
H 7.520206 -0.108184 -1.131642 0.0 0.0 0.0 0.439
H 5.122230 -0.618479 -0.853602 0.0 0.0 0.0 0.381
H 1.887029 2.164690 2.902793 0.0 0.0 0.0 0.144
H 0.590333 4.234829 3.054960 0.0 0.0 0.0 0.520
H -0.004476 5.488256 1.006638 0.0 0.0 0.0 0.360
H 0.697531 4.628166 -1.206420 0.0 0.0 0.0 0.384
H 2.003307 2.548392 -1.363209 0.0 0.0 0.0 0.176
H 0.255594 -0.751584 4.540882 -0.1 0.0 0.0 0.246
H 0.450379 -1.427631 6.902289 0.0 0.0 0.0 0.476
H 2.269814 -2.950669 7.598494 0.0 0.0 0.0 0.399
H 3.870768 -3.806735 5.925974 0.0 0.0 0.0 0.428
H 3.666793 -3.137143 3.563248 0.0 0.0 0.0 0.391
H 0.492416 -3.691910 1.282625 0.0 0.0 0.0 0.352
H 1.251857 -5.646524 0.028077 0.0 0.0 0.0 0.391
H 3.599867 -5.816429 -0.718021 0.0 0.0 0.0 0.404
H 5.188098 -3.978807 -0.218994 0.0 0.0 0.0 0.438
H 4.425777 -2.007091 1.052930 0.0 0.0 0.0 0.595
S -3.042589 4.242073 1.383351 0.1 0.0 0.1 -0.260
C -2.366361 3.839224 2.926557 -0.1 0.1 0.0 1.122
C -2.413837 4.542759 4.127317 0.0 0.0 0.0 -0.549
C -1.771627 4.005834 5.224679 0.0 0.0 0.0 -0.533
C -1.096025 2.781636 5.136827 0.0 0.0 0.0 -0.563
C -1.050807 2.084888 3.949743 -0.1 0.1 0.0 -0.006
C -1.684459 2.621481 2.829877 -0.2 -0.1 0.0 -1.494
N -1.680475 2.055394 1.573166 0.0 0.2 -0.1 0.364
C -2.327246 2.791680 0.729572 0.2 -0.2 0.0 0.191
C -2.398940 2.483955 -0.707351 0.0 0.0 0.2 0.565
C -2.135468 3.509695 -1.613124 0.0 0.0 -0.2 -0.543
C -2.094797 3.255780 -2.974023 0.0 0.0 0.1 -1.002
C -2.310150 1.962211 -3.427567 0.0 0.0 -0.1 -0.977
C -2.588713 0.941538 -2.536438 -0.1 0.1 0.0 0.549
C -2.664480 1.183348 -1.162684 -0.2 -0.2 0.0 -0.654
H -2.939155 5.484373 4.200857 0.0 0.0 0.0 0.424
H -1.797082 4.534649 6.167332 0.0 0.0 0.0 0.395
H -0.611273 2.377297 6.016222 0.0 0.0 0.0 0.470
H -0.533315 1.141519 3.861468 0.0 -0.1 0.0 0.422
H -1.939932 4.507626 -1.239434 0.0 0.0 0.0 0.557
H -1.899570 4.062079 -3.668715 0.0 0.0 0.0 0.408
H -2.299097 1.741572 -4.487817 0.0 0.0 0.0 0.558
H -2.800029 -0.054734 -2.907080 0.0 -0.1 0.0 -0.092
C 3.758276 -3.882308 -6.015260 0.0 0.0 0.0 -1.038
C 2.279019 -3.575540 -6.182380 -0.1 0.0 -0.1 -1.019
N 1.815514 -2.555580 -5.250376 0.0 0.1 0.1 0.342
C 1.229434 -2.950611 -4.091888 -0.1 -0.1 -0.1 -0.243
C 0.791877 -2.153806 -3.086915 0.0 0.2 0.1 -0.810
C 0.123297 -2.908713 -1.929932 0.3 -0.1 -0.1 0.250
O 0.088347 -4.127522 -2.023535 0.0 0.0 0.0 -0.761
O -0.298405 -2.219849 -0.950551 0.0 0.1 0.2 -0.706
C 0.980984 -0.730179 -3.212112 -0.2 0.1 -0.1 0.934
O 0.647179 0.161273 -2.422689 0.0 -0.3 0.1 -0.377
C 1.623384 -0.302473 -4.481826 0.0 0.2 0.0 0.727
C 1.778684 1.067353 -4.699729 0.0 -0.2 -0.1 -0.519
C 2.321171 1.522724 -5.869545 -0.1 -0.1 0.0 0.212
F 2.402340 2.857901 -6.079919 0.0 0.0 0.0 -0.367
C 2.749445 0.640317 -6.863413 0.1 -0.2 0.1 -1.585
C 2.610836 -0.722451 -6.644074 0.0 0.1 0.1 -0.635
C 2.023708 -1.211246 -5.469086 0.0 0.1 0.0 0.275
N 3.311579 1.057103 -8.109508 -0.1 -0.1 -0.1 0.373
C 2.492417 0.816527 -9.290288 -0.1 0.0 0.0 -0.579
C 3.439148 0.459245 -10.447997 0.1 0.0 -0.1 -0.747
N 4.797413 0.987581 -10.077680 0.0 -0.1 0.1 -0.160
C 4.684807 2.395464 -9.577305 0.1 0.0 -0.1 -0.681
C 3.971840 2.347330 -8.212565 0.0 0.1 0.1 -0.674
H 4.077314 -4.633971 -6.736578 0.0 0.0 0.0 0.395
H 3.955562 -4.265591 -5.014832 0.0 0.0 0.0 0.324
H 4.368959 -2.989511 -6.154855 0.0 0.0 0.0 0.298
H 1.673813 -4.462370 -5.997198 0.1 0.0 0.0 0.476
H 2.041720 -3.255511 -7.200081 0.0 0.0 0.0 0.441
H 1.069534 -4.015568 -3.969864 0.0 0.0 0.0 0.589
H 1.421535 1.757146 -3.947500 0.0 0.0 0.0 0.562
H 2.977090 -1.405525 -7.396861 0.0 0.0 -0.1 0.580
H 1.885485 1.696182 -9.542339 0.0 0.0 0.0 0.310
H 1.809888 -0.010384 -9.110582 0.0 0.0 0.0 0.500
H 3.157626 0.925484 -11.390899 0.0 0.0 0.0 0.373
H 3.548990 -0.614789 -10.591011 0.0 0.0 0.0 0.405
H 5.458269 0.901014 -10.847268 0.0 0.0 0.0 0.309
H 5.119599 0.417526 -9.288771 0.0 0.0 0.0 0.374
H 4.114263 2.936282 -10.331370 0.0 0.0 0.1 0.345
H 5.683761 2.821420 -9.515619 0.0 0.0 0.0 0.373
H 3.283616 3.195480 -8.155152 0.0 0.0 0.0 0.444
H 4.693603 2.440741 -7.401437 0.0 0.0 0.0 0.477
Se -4.071637 -2.549089 -3.421360 0.0 -0.1 -0.1 -0.602
Sb -5.456452 -1.404664 -1.849913 0.0 0.0 0.0 0.683
Se -3.199890 -0.301795 -0.030892 0.4 0.3 0.0 -0.229
Se -6.420317 -2.510517 0.009270 -0.1 -0.1 0.0 -0.595
Se -6.128305 0.823927 -2.354310 -0.1 0.1 -0.1 -0.588
```
Positions in Å, forces in eV/Å.

Calculated values
* E_HOMO: -5.3 eV
* relative energy (zero: lowest compared OMol25 entry of this formula, charge and spin): 389.4 kJ/mol
* M: 1647.98 g mol⁻¹
* E: -389731.9735 eV